(1)
C6H8O2 | ωB97M-V/def2-TZVPD

Output
Strongest force on any atom = 0.0423 Eh/bohr
Electronic energy = -10442.4392 eV
HOMO level = -9.020 eV
Orbital gap = 9.8 eV
Structure (SMILES) = C#C[C@@H](O)C(=C)OC
ΔE to the lowest compared entry with this formula, charge and spin = 413.6 kJ/mol

Cartesian coordinates (Å):
C 0.879 -0.532 -0.589
C -1.618 0.900 0.660
C 0.874 0.280 0.684
C 1.958 0.452 1.447
O -0.388 0.590 1.280
O 1.207 0.312 -1.688
C -0.398 -1.243 -0.829
C -1.306 -1.830 -1.374
H 0.374 0.546 -2.125
H 1.664 -1.295 -0.521
H -1.771 1.419 -0.291
H -2.111 1.611 1.332
H -2.178 -0.029 0.505
H 1.887 0.984 2.390
H 2.947 0.167 1.102
H -2.022 -2.334 -1.985



(2)
C5H8O | ωB97M-V/def2-TZVPD

Output
Strongest force on any atom = 0.0218 Eh/bohr
Electronic energy = -7356.6007 eV
HOMO level (alpha / beta) = -5.697 / -5.699 eV
Orbital gap (alpha / beta) = 5.7 / 5.7 eV
ΔE to the lowest compared entry with this formula, charge and spin = 545.6 kJ/mol

Cartesian coordinates (Å):
O -1.430 1.763 0.392
C -0.697 0.667 0.229
C -1.077 -0.651 -0.466
C 0.156 -1.495 -0.435
C 1.315 -0.486 -0.391
C 0.717 0.598 0.465
H -0.877 2.558 0.310
H -0.034 0.104 1.330
H -1.335 -0.269 -1.475
H -1.977 -1.116 -0.052
H 0.182 -2.118 0.471
H 1.555 -0.060 -1.390
H 2.253 -0.883 0.010
H 1.249 1.388 1.001



(3)
C32H30BrFNO5P2RuS | ωB97M-V/def2-TZVPD

Output
Strongest force on any atom = 0.0051 Eh/bohr
Electronic energy = -150154.2121 eV
HOMO level (alpha / beta) = -8.185 / -8.392 eV
Orbital gap (alpha / beta) = 8.6 / 6.8 eV
2S+1 = 6
ΔE to the lowest compared entry with this formula, charge and spin = 0.0 kJ/mol

Cartesian coordinates (Å):
Ru -0.433 -1.959 -0.210
O 1.216 -3.533 -3.297
S 1.933 -3.364 -2.073
O 3.349 -3.482 -2.061
O 1.458 -4.638 -1.113
O 1.474 -2.181 -1.281
O -1.675 -8.085 -0.971
C -1.426 -6.763 -1.002
C -2.437 -5.798 -1.003
C -2.075 -4.475 -1.018
N -0.794 -4.064 -1.036
C 0.159 -4.999 -1.077
Br 0.330 -2.528 2.033
C -0.104 -6.355 -1.051
H -2.625 -8.244 -0.946
H -3.482 -6.073 -0.979
H -2.809 -3.682 -0.991
H 0.710 -7.062 -1.085
C 1.973 1.948 -0.299
C 2.076 1.290 1.091
P 0.530 1.486 2.069
C 0.615 3.264 2.550
C 1.497 4.204 2.034
C 1.445 5.531 2.447
C 0.511 5.936 3.384
C -0.377 5.004 3.911
C -0.328 3.688 3.492
C 0.967 0.757 3.695
C -0.029 0.081 4.393
C 0.221 -0.441 5.654
C 1.478 -0.301 6.223
C 2.480 0.367 5.532
C 2.224 0.899 4.279
C 1.580 1.058 -1.477
P -0.087 0.305 -1.488
C -0.202 -0.437 -3.144
C -1.386 -1.128 -3.420
C -1.558 -1.751 -4.644
C -0.554 -1.693 -5.601
C 0.620 -1.011 -5.330
C 0.800 -0.385 -4.105
C -1.275 1.681 -1.576
C -1.454 2.372 -2.774
C -2.328 3.444 -2.836
C -3.035 3.828 -1.704
C -2.874 3.135 -0.515
C -2.000 2.060 -0.450
H 2.954 2.358 -0.552
H 1.293 2.805 -0.265
H 2.912 1.744 1.628
H 2.290 0.219 1.018
H 2.248 3.918 1.311
H 2.144 6.246 2.034
H 0.474 6.968 3.706
H -1.109 5.307 4.648
H -1.024 2.969 3.910
H -1.002 -0.052 3.934
H -0.560 -0.968 6.185
H 1.679 -0.716 7.201
H 3.461 0.479 5.973
H 3.010 1.436 3.762
H 2.284 0.228 -1.590
H 1.633 1.671 -2.383
H -2.170 -1.170 -2.671
H -2.475 -2.289 -4.849
H -0.682 -2.191 -6.552
H 1.411 -0.978 -6.067
H 1.734 0.121 -3.906
H -0.912 2.060 -3.661
H -2.464 3.976 -3.768
H -3.719 4.665 -1.754
H -3.433 3.428 0.363
H -1.878 1.511 0.472
F -2.398 -1.649 -0.356



(4)
C56H88N24O2S2 | ωB97M-V/def2-TZVPD

Output
Strongest force on any atom = 0.3537 Eh/bohr
Electronic energy = -120990.0991 eV
HOMO level = -6.849 eV
Orbital gap = 6.6 eV

Cartesian coordinates (Å):
C -6.327 -8.611 6.426
C -5.856 -9.291 5.160
C -5.525 -8.413 3.782
N -4.031 -8.647 3.475
C -3.404 -7.277 3.806
O -3.211 -6.925 5.098
O -3.057 -6.309 2.730
C -1.965 -5.419 3.157
C -1.270 -4.773 1.799
C -1.873 -3.246 1.559
S -1.678 -2.661 -0.245
C -1.723 -0.752 -0.285
S -0.984 0.030 1.029
N -2.383 -0.105 -1.479
C -1.921 1.309 -1.730
C -2.663 2.464 -0.837
C -3.884 -0.259 -1.491
C -4.556 -0.665 -0.048
H -7.414 -8.150 6.548
H -5.603 -8.457 7.343
H -5.660 -10.457 5.089
H -5.683 -7.246 3.975
H -6.225 -8.687 2.881
H -3.893 -8.886 2.468
H -1.139 -5.979 3.793
H -2.324 -4.514 3.837
H -0.123 -4.668 2.030
H -1.481 -5.385 0.821
H -1.281 -2.552 2.322
H -3.014 -3.166 1.900
H -0.748 1.377 -1.522
H -2.027 1.497 -2.904
H -3.356 3.168 -1.506
H -3.356 2.061 0.019
H -1.863 3.209 -0.357
H -4.118 -1.171 -2.227
H -4.474 0.656 -1.940
H -4.164 -0.055 0.870
H -5.725 -0.433 -0.116
H -4.474 -1.832 0.065
C 2.803 -7.096 1.719
C 1.950 -6.387 2.757
N 1.242 -5.799 3.619
H 2.399 -8.093 1.521
H 2.810 -6.524 0.787
H 3.830 -7.194 2.083
C 0.604 5.489 1.335
C -0.567 5.448 0.368
N -1.540 5.414 -0.435
H 0.298 5.097 2.308
H 1.428 4.881 0.949
H 0.950 6.519 1.458
C 2.556 0.099 -2.862
C 2.319 1.339 -2.016
N 2.122 2.368 -1.314
H 2.179 0.262 -3.875
H 3.626 -0.119 -2.911
H 2.038 -0.757 -2.422
C -4.093 -8.310 -0.535
C -4.404 -8.389 -2.020
N -4.663 -8.455 -3.253
H -3.752 -7.304 -0.278
H -4.990 -8.541 0.047
H -3.309 -9.028 -0.280
C 3.663 1.161 2.657
C 3.189 2.565 2.319
N 2.795 3.730 2.039
H 2.884 0.435 2.411
H 4.564 0.924 2.084
H 3.892 1.092 3.724
C -3.770 -1.416 -5.708
C -3.267 -1.092 -4.311
N -2.850 -0.823 -3.152
H -4.809 -1.753 -5.661
H -3.712 -0.527 -6.341
H -3.159 -2.208 -6.150
C 4.368 2.357 -6.106
C 4.389 0.853 -5.889
N 4.406 -0.395 -5.710
H 4.424 2.581 -7.175
H 3.444 2.780 -5.702
H 5.221 2.819 -5.600
C 0.509 9.361 3.479
C 0.529 7.857 3.696
N 0.546 6.609 3.875
H 0.564 9.585 2.410
H -0.416 9.783 3.883
H 1.362 9.822 3.984
C 6.823 -1.379 -2.508
C 5.969 -0.670 -1.470
N 5.261 -0.081 -0.608
H 6.418 -2.376 -2.706
H 6.829 -0.807 -3.440
H 7.849 -1.477 -2.144
C 0.741 13.331 1.949
C 1.243 12.629 3.200
N 1.659 12.047 4.239
H 0.033 12.687 1.419
H 0.240 14.264 2.220
H 1.581 13.557 1.287
C 2.029 -5.997 -2.854
C 2.832 -5.572 -1.635
N 3.497 -5.220 -0.623
H 1.074 -5.465 -2.876
H 2.587 -5.767 -3.766
H 1.837 -7.073 -2.817
C 8.896 -4.887 -0.503
C 9.428 -3.618 -1.150
N 9.870 -2.566 -1.687
H 9.291 -5.764 -1.022
H 9.201 -4.926 0.546
H 7.804 -4.903 -0.557
C 2.979 -1.652 -8.708
C 2.190 -2.786 -9.343
N 1.536 -3.726 -9.870
H 2.811 -1.641 -7.628
H 4.046 -1.787 -8.902
H 2.658 -0.695 -9.128
C 5.102 5.324 4.310
C 5.904 5.749 5.529
N 6.570 6.102 6.541
H 4.147 5.856 4.288
H 5.659 5.555 3.398
H 4.909 4.248 4.347
C 5.939 -3.844 -6.607
C 4.857 -4.617 -5.870
N 3.960 -5.258 -5.259
H 6.514 -3.241 -5.899
H 6.614 -4.539 -7.114
H 5.484 -3.183 -7.350
C -8.040 -0.936 2.462
C -8.351 -1.015 0.976
N -8.609 -1.081 -0.257
H -7.698 0.071 2.718
H -8.937 -1.167 3.043
H -7.255 -1.654 2.717
C -1.470 15.436 -0.655
C -1.449 13.932 -0.438
N -1.432 12.684 -0.258
H -1.414 15.660 -1.724
H -2.394 15.858 -0.250
H -0.617 15.897 -0.149
C 4.830 14.292 3.474
C 4.519 14.213 1.988
N 4.261 14.147 0.756
H 5.172 15.299 3.730
H 3.934 14.061 4.055
H 5.615 13.574 3.729
C -6.417 -5.507 -2.202
C -5.885 -4.239 -2.849
N -5.444 -3.187 -3.385
H -6.022 -6.385 -2.721
H -6.112 -5.547 -1.152
H -7.509 -5.524 -2.256
C -8.513 2.456 -1.525
C -8.751 3.696 -0.679
N -8.947 4.725 0.023
H -8.891 2.618 -2.538
H -7.443 2.237 -1.574
H -9.032 1.599 -1.085
C -3.875 -13.359 4.577
C -5.320 -12.984 4.296
N -6.520 -12.673 4.062
H -3.343 -12.503 5.002
H -3.837 -14.190 5.287
H -3.380 -13.661 3.649
C 8.669 7.602 3.474
C 7.497 7.561 2.507
N 6.525 7.527 1.704
H 8.363 7.210 4.447
H 9.492 6.994 3.088
H 9.015 8.632 3.597



(5)
C29H27MgN2O3PS2Te | ωB97M-V/def2-TZVPD

Output
Strongest force on any atom = 0.0185 Eh/bohr
Electronic energy = -83336.7027 eV
HOMO level = -1.563 eV
Orbital gap = 5.9 eV
Charge = -2

Cartesian coordinates (Å):
Mg 0.434 -0.051 -0.298
O 1.420 -0.281 3.790
C 0.979 0.167 2.726
O 1.235 -0.250 1.554
C 0.037 1.398 2.804
P -1.519 1.137 1.846
C -2.296 2.766 2.291
C -2.603 3.135 3.602
C -3.128 4.387 3.882
C -3.359 5.292 2.854
C -3.076 4.931 1.546
C -2.551 3.676 1.267
C -2.497 0.123 3.025
C -3.890 0.159 2.924
C -4.686 -0.650 3.718
C -4.100 -1.525 4.624
C -2.719 -1.582 4.720
C -1.919 -0.765 3.930
H 0.557 2.215 2.294
H -0.161 1.677 3.839
H -2.436 2.433 4.411
H -3.353 4.661 4.907
H -3.755 6.277 3.075
H -3.261 5.624 0.734
H -2.344 3.387 0.244
H -4.343 0.833 2.205
H -5.765 -0.598 3.633
H -4.715 -2.165 5.247
H -2.253 -2.273 5.414
H -0.840 -0.824 4.018
O -0.994 -1.241 0.329
N -1.460 -2.430 0.030
C -1.772 -3.275 1.027
C -2.361 -4.492 0.796
C -2.607 -4.869 -0.529
C -2.224 -4.031 -1.545
C -1.613 -2.778 -1.299
S -1.060 -1.747 -2.505
H -1.539 -2.907 2.012
H -2.620 -5.125 1.632
H -3.082 -5.817 -0.752
H -2.378 -4.289 -2.582
S -2.358 2.919 -2.637
C -1.216 2.132 -1.811
N -0.363 1.613 -1.199
C 6.189 -0.382 -6.315
C 5.278 -0.357 -5.113
C 4.707 -1.516 -4.611
C 3.966 -1.511 -3.432
C 3.353 -2.798 -2.948
C 3.799 -0.323 -2.704
Te 3.073 -0.370 -0.687
C 4.282 0.869 -3.272
C 3.999 2.194 -2.616
C 5.012 0.837 -4.454
H 6.228 -1.379 -6.756
H 7.206 -0.102 -6.027
H 5.858 0.322 -7.082
H 4.860 -2.452 -5.142
H 3.407 -3.576 -3.714
H 2.308 -2.636 -2.680
H 3.864 -3.149 -2.049
H 2.925 2.314 -2.468
H 4.370 3.025 -3.222
H 4.464 2.241 -1.630
H 5.405 1.763 -4.867



(6)
C28H58ClIN2O6 | ωB97M-V/def2-TZVPD

Output
Strongest force on any atom = 0.0738 Eh/bohr
Electronic energy = -65854.2214 eV
HOMO level = -8.878 eV
Orbital gap = 9.5 eV
Structure (SMILES) = COCCCCCCCCCC[C@@](C[C@@H](C)I)(OC)[C@H](Cl)O[C@@H](C)CCCO.CNC(C)=O.CNC(C)=O

Cartesian coordinates (Å):
C 7.192 -3.192 0.253
O 6.276 -2.025 0.449
C 5.340 -2.128 -0.681
C 4.707 -0.707 -1.196
C 5.535 0.633 -0.744
C 4.673 1.364 0.443
C 3.635 2.528 -0.064
C 3.094 2.359 -1.602
C 1.856 3.349 -2.019
C 0.509 3.210 -1.096
C 0.127 1.682 -0.644
C -1.211 1.767 0.349
C -2.566 1.131 -0.311
C -2.350 -0.502 -0.601
C -2.681 -1.433 0.726
C -4.231 -1.964 0.799
I -1.398 -3.224 0.595
O -3.783 1.232 0.499
C -3.557 1.817 1.824
C -2.962 1.799 -1.794
Cl -4.795 1.715 -1.913
O -2.174 1.302 -2.902
C -2.908 0.617 -3.956
C -3.568 1.641 -5.105
C -1.743 -0.216 -4.828
C -1.268 -1.609 -4.112
C 0.375 -1.742 -4.395
O 1.124 -2.232 -3.220
H 7.816 -3.127 -0.736
H 6.506 -4.164 0.164
H 7.938 -3.342 1.147
H 4.419 -2.777 -0.286
H 5.755 -2.715 -1.613
H 4.605 -0.797 -2.382
H 3.580 -0.644 -0.808
H 5.669 1.297 -1.726
H 6.627 0.433 -0.353
H 5.448 1.816 1.230
H 4.106 0.507 1.035
H 4.182 3.569 0.138
H 2.713 2.514 0.674
H 4.009 2.657 -2.308
H 2.836 1.237 -1.906
H 1.570 3.241 -3.151
H 2.241 4.470 -1.879
H -0.429 3.619 -1.709
H 0.614 3.886 -0.145
H 1.033 1.274 0.018
H 0.006 0.918 -1.521
H -1.300 2.926 0.624
H -0.907 1.123 1.308
H -3.201 -0.772 -1.393
H -1.275 -0.762 -0.982
H -2.411 -0.783 1.661
H -4.910 -1.257 1.479
H -4.254 -3.020 1.344
H -4.743 -2.093 -0.245
H -3.257 2.971 1.805
H -4.614 1.799 2.379
H -2.843 1.179 2.528
H -2.684 2.954 -1.664
H -3.654 -0.221 -3.612
H -2.921 2.620 -5.104
H -3.613 1.123 -6.162
H -4.684 1.912 -4.805
H -2.211 -0.524 -5.882
H -0.890 0.551 -5.054
H -1.542 -1.713 -2.979
H -1.778 -2.539 -4.659
H 0.856 -0.698 -4.679
H 0.555 -2.441 -5.337
H 0.823 -1.671 -2.445
C 5.569 -1.657 3.096
C 4.934 -0.714 4.079
O 4.047 0.073 3.752
N 5.368 -0.746 5.372
C 6.388 -1.587 5.951
H 5.118 -1.513 2.109
H 6.640 -1.452 3.019
H 5.398 -2.691 3.406
H 4.893 -0.082 5.972
H 5.931 -2.169 6.755
H 7.162 -0.940 6.372
H 6.835 -2.263 5.221
C -7.995 0.249 1.835
C -7.125 -0.052 3.024
O -5.961 0.339 3.098
N -7.660 -0.784 4.043
C -8.992 -1.331 4.146
H -7.428 0.839 1.109
H -8.307 -0.682 1.355
H -8.866 0.830 2.147
H -7.012 -0.945 4.805
H -9.460 -0.915 5.042
H -8.905 -2.415 4.256
H -9.606 -1.101 3.274



(7)
C16H21N3NaO3 | ωB97M-V/def2-TZVPD

Output
Strongest force on any atom = 0.0017 Eh/bohr
Electronic energy = -31956.9327 eV
HOMO level = -11.898 eV
Orbital gap = 9.6 eV
Charge = +1
ΔE to the lowest compared entry with this formula, charge and spin = 0.0 kJ/mol

Cartesian coordinates (Å):
Na -0.084 0.422 0.218
C -2.097 1.368 -2.355
O -1.516 0.288 -1.632
C -1.269 -0.835 -2.467
C -0.860 -2.002 -1.594
O 0.203 -1.675 -0.705
C 1.533 -1.889 -1.166
C 2.138 -0.652 -1.794
O 1.986 0.433 -0.888
C 2.716 1.581 -1.305
H -3.060 1.073 -2.778
H -2.252 2.189 -1.658
H -1.437 1.696 -3.162
H -2.177 -1.104 -3.018
H -0.495 -0.584 -3.200
H -1.699 -2.290 -0.960
H -0.591 -2.858 -2.219
H 2.113 -2.165 -0.285
H 1.567 -2.721 -1.874
H 3.200 -0.837 -1.988
H 1.662 -0.403 -2.748
H 3.785 1.361 -1.352
H 2.378 1.922 -2.287
H 2.546 2.365 -0.571
N 1.359 -0.461 11.006
C 1.046 -0.200 9.932
C 0.653 0.123 8.587
C 0.387 -0.899 7.679
C 0.004 -0.589 6.387
C -0.093 0.740 6.002
C 0.175 1.764 6.899
C 0.541 1.455 8.196
N -0.468 1.059 4.666
C -1.379 2.013 4.274
C -1.406 1.964 2.916
N -0.525 1.005 2.461
C 0.015 0.485 3.541
H 0.465 -1.929 7.995
H -0.241 -1.377 5.686
H 0.112 2.795 6.578
H 0.753 2.242 8.907
H -1.930 2.599 4.988
H -2.008 2.553 2.246
H 0.773 -0.281 3.570